[1]
One molecule with the formula C17H19O2P. Source: the OMol25 dataset; level of theory: wB97M-V/def2-TZVPD.

Geometry (Å):
1 P 2.66 0.99 -0.58
2 O 0.14 1.10 1.46
3 O -0.45 4.84 -1.70
4 C -1.48 1.88 -0.14
5 C 1.06 1.88 -0.57
6 C -2.54 -0.35 0.54
7 C -2.32 -3.11 0.86
8 C -0.10 1.56 0.36
9 C -2.73 1.14 0.30
10 C -1.88 -2.24 1.83
11 C 1.68 -1.63 -1.39
12 C 0.92 2.89 -1.43
13 C -1.99 -0.88 1.68
14 C -2.85 -2.57 -0.28
15 C 2.76 -0.83 1.68
16 C 3.23 0.53 1.12
17 C -1.60 2.89 -1.00
18 C -0.37 3.66 -1.43
19 C 2.63 -0.44 -1.74
20 C -2.96 -1.21 -0.45
21 H 3.11 -0.91 2.71
22 H -3.41 -0.86 -1.38
23 H -1.46 -2.64 2.75
24 H -3.15 1.61 1.21
25 H 1.73 3.16 -2.10
26 H 2.84 1.31 1.79
27 H 3.24 -1.63 1.12
28 H -2.25 -4.19 0.99
29 H -1.65 -0.25 2.49
30 H -2.56 3.19 -1.41
31 H 2.26 -2.35 -0.79
32 H -3.47 1.28 -0.49
33 H 4.32 0.65 1.15
34 H 1.67 -0.91 1.68
35 H 0.77 -1.33 -0.86
36 H 3.65 -0.78 -1.89
37 H 2.29 -0.04 -2.71
38 H 1.45 -2.17 -2.32
39 H -3.19 -3.27 -1.04

Total charge ... 0
HOMO energy ... -7.75 eV
2S+1 ... 1
Energy above the lowest of the compared OMol25 structures with the same formula, charge and spin ... 0.672 eV
Kohn-Sham gap ... 6.7 eV

=====

[2]
C23H31BCeN8O4 as an isolated structure. Source: the OMol25 dataset; level of theory: wB97M-V/def2-TZVPD.

Geometry (Å):
1 Ce 0.08 0.75 -0.03
2 O -3.71 2.17 1.03
3 O -6.49 -0.91 -0.76
4 O -6.06 0.96 0.36
5 O -1.62 2.02 0.25
6 N 2.50 0.61 -0.09
7 N 1.28 -2.03 1.15
8 N 1.21 -1.96 -1.38
9 N 0.55 -0.97 1.57
10 N 3.01 -0.66 -0.13
11 N -2.50 -1.84 -0.48
12 N -2.00 -0.67 -0.10
13 N 0.50 -0.86 -1.79
14 C -1.51 -0.87 4.70
15 C -1.01 -0.35 3.36
16 C -3.06 0.14 0.06
17 C 1.90 3.39 -0.16
18 C -3.84 -1.82 -0.57
19 C 0.06 -2.57 -3.16
20 C -4.25 -0.55 -0.22
21 C 1.09 -3.05 1.99
22 C -1.13 1.13 -3.01
23 C -5.71 -0.18 -0.22
24 C -0.31 1.01 3.53
25 C 4.73 0.73 -0.18
26 C -2.82 1.57 0.49
27 C 3.36 2.94 -0.07
28 C -0.37 -0.08 -5.07
29 C -1.00 -0.24 -3.68
30 C 4.35 -0.60 -0.18
31 C 0.20 -2.66 2.98
32 C 4.01 3.51 1.20
33 C -0.19 -1.22 -2.88
34 C -0.11 -1.34 2.67
35 C 3.54 1.45 -0.12
36 C 0.95 -2.98 -2.19
37 B 2.15 -1.95 -0.13
38 H 1.43 -3.94 -2.04
39 H -2.00 -0.65 -3.81
40 H -1.87 -2.61 -0.67
41 H -1.61 1.82 -3.69
42 H 5.74 1.11 -0.21
43 H -0.67 -1.05 5.38
44 H 1.35 3.08 0.74
45 H 4.94 -1.50 -0.22
46 H -1.01 1.77 3.87
47 H -2.07 -1.79 4.59
48 H -5.28 1.43 0.74
49 H -0.33 -3.15 -3.99
50 H 0.50 0.93 4.25
51 H 5.06 3.25 1.25
52 H 0.61 0.40 -4.99
53 H -1.74 1.10 -2.11
54 H 1.42 3.04 -1.08
55 H -0.23 -1.04 -5.56
56 H -0.13 1.54 -2.80
57 H -2.17 -0.14 5.17
58 H 0.14 1.36 2.60
59 H 3.88 3.35 -0.93
60 H 2.87 -2.91 -0.18
61 H -1.01 0.54 -5.71
62 H 3.92 4.60 1.22
63 H 1.84 4.47 -0.18
64 H 1.60 -3.99 1.84
65 H -4.42 -2.67 -0.87
66 H -1.89 -0.20 2.72
67 H -0.15 -3.25 3.81
68 H 3.52 3.11 2.09

Total charge ... +1
<S²> ... 0.751
HOMO energy (spin up / spin down) ... -11.96 / -12.26 eV
2S+1 ... 2
Kohn-Sham gap (spin up / spin down) ... 9.2 / 9.6 eV

=====

[3]
A 15-piece molecular cluster, H29O15 overall. Source: the OMol25 dataset; level of theory: wB97M-V/def2-TZVPD.

Geometry (Å):
1 O 5.25 -1.58 -1.36
2 O -1.18 0.67 1.86
3 O -0.06 -5.06 0.21
4 O 1.19 4.81 -1.13
5 O 1.90 0.37 1.80
6 O 1.18 2.17 -1.16
7 O 0.73 -1.60 -0.27
8 O 2.79 1.13 4.14
9 O -1.98 -1.07 0.09
10 O 0.73 -3.81 -1.80
11 O 0.86 3.58 2.34
12 O -3.49 2.38 3.18
13 O -0.05 -0.73 -2.81
14 O -4.33 -1.30 -2.80
15 O -2.14 0.58 -1.93
16 H 1.42 1.16 2.05
17 H 4.76 -1.36 -0.57
18 H 3.24 0.54 3.55
19 H -2.70 0.08 -2.53
20 H -2.61 -1.75 0.31
21 H -1.92 -0.07 -1.17
22 H 4.61 -2.08 -1.89
23 H -5.09 -1.67 -2.35
24 H 2.01 1.81 -0.83
25 H 0.37 4.78 -1.64
26 H -1.47 1.30 1.20
27 H 0.76 -4.78 -0.26
28 H -0.06 -1.40 -0.79
29 H 2.02 0.95 4.68
30 H -1.01 -0.47 -2.62
31 H -1.27 -0.25 1.49
32 H 0.45 -2.16 0.47
33 H -0.50 -4.20 0.17
34 H 0.51 1.48 -1.05
35 H -4.36 -0.40 -3.12
36 H 1.57 3.21 2.88
37 H 0.99 4.25 -0.38
38 H -0.02 -3.53 -2.34
39 H 0.58 2.84 1.78
40 H 0.16 0.16 -3.12
41 H -3.47 1.65 2.55
42 H -2.54 2.36 3.37
43 H 0.89 -2.89 -1.44
44 H 1.29 -0.10 1.22

Total charge ... -1
HOMO energy ... -6.12 eV
2S+1 ... 1
Energy above the lowest of the compared OMol25 structures with the same formula, charge and spin ... 1.695 eV
Kohn-Sham gap ... 8.6 eV

=====

[4]
C32H42BCl2N7RuS4 as an isolated structure. Source: the OMol25 dataset; level of theory: wB97M-V/def2-TZVPD.

Geometry (Å):
1 Ru -0.63 -0.09 -0.27
2 Cl -3.16 0.62 0.41
3 Cl -1.17 5.51 -0.67
4 S -0.64 -0.66 2.13
5 S 1.89 0.53 -0.02
6 S -0.70 2.44 -0.44
7 S -0.81 -0.72 -2.56
8 N 1.53 -1.14 3.72
9 N 2.10 -1.99 -0.87
10 N 1.71 -1.98 1.69
11 N 3.20 -0.60 -2.18
12 N -0.05 -2.84 0.12
13 N -0.50 -2.94 -1.18
14 N -2.76 -2.31 -1.30
15 C 2.11 0.65 5.22
16 C -3.70 -0.82 -3.08
17 C -2.28 3.10 -0.18
18 C 2.76 -1.75 3.62
19 C -5.17 -1.68 -1.29
20 C 4.00 1.72 -1.82
21 C -4.24 -3.24 -3.02
22 C 1.14 -0.51 4.99
23 C -2.99 -3.29 -0.33
24 C -2.50 4.48 -0.31
25 C 0.06 -5.82 -0.10
26 C -0.15 -5.12 1.02
27 C -0.28 0.04 5.00
28 C -3.76 5.03 -0.15
29 C -0.79 -3.75 1.00
30 C -0.29 -5.38 -1.42
31 C 3.26 -1.85 -2.74
32 C 5.24 0.13 -3.27
33 C -2.23 -3.87 0.60
34 C -1.46 -1.91 -1.51
35 C -3.39 2.31 0.14
36 C 2.58 -2.70 -1.93
37 C 2.43 -0.70 -1.06
38 C -0.64 -4.14 -1.82
39 C 3.85 0.56 -2.80
40 C -3.95 -2.01 -2.16
41 C 2.86 -2.26 2.37
42 C 2.99 0.99 -3.99
43 C -4.84 4.21 0.12
44 C 0.91 -1.28 2.52
45 C -4.66 2.84 0.27
46 C 1.25 -1.59 6.08
47 B 1.46 -2.71 0.34
48 H -5.83 4.63 0.21
49 H 1.83 1.22 6.10
50 H 3.76 -2.05 -3.66
51 H 5.82 1.01 -3.56
52 H -1.01 -0.74 4.80
53 H -4.41 -4.13 -2.42
54 H -4.63 -0.56 -3.59
55 H 3.13 0.31 5.35
56 H 2.08 1.33 4.37
57 H -0.49 0.45 5.98
58 H 5.20 -0.52 -4.13
59 H 2.84 0.17 -4.69
60 H -4.91 -0.94 -0.53
61 H -1.01 -4.00 -2.83
62 H -0.41 0.83 4.27
63 H 0.66 -2.46 5.78
64 H 3.66 -2.81 1.91
65 H 2.01 -3.76 0.42
66 H -3.38 0.06 -2.52
67 H -3.41 -3.45 -3.70
68 H 5.78 -0.37 -2.47
69 H -2.96 -1.04 -3.85
70 H -5.13 -3.06 -3.62
71 H 3.46 -1.78 4.42
72 H 3.48 1.80 -4.52
73 H 2.01 1.34 -3.65
74 H 2.27 -1.90 6.25
75 H 3.04 2.15 -1.56
76 H 2.43 -3.76 -2.02
77 H -5.60 -2.54 -0.80
78 H -4.02 -3.62 -0.35
79 H 4.60 2.50 -2.29
80 H -0.75 -3.34 2.01
81 H -3.89 6.10 -0.24
82 H -5.94 -1.24 -1.92
83 H 4.50 1.40 -0.91
84 H 0.84 -1.22 7.01
85 H 0.16 -5.50 1.98
86 H -0.30 -6.15 -2.18
87 H 0.46 -6.82 -0.02
88 H -5.50 2.20 0.49
89 H -2.74 -4.58 1.23

Total charge ... +1
<S²> ... 0.911
HOMO energy (spin up / spin down) ... -10.22 / -10.22 eV
2S+1 ... 2
Kohn-Sham gap (spin up / spin down) ... 5.6 / 5.9 eV

=====

> What is the formula in the fourth record?

C32H42BCl2N7RuS4

=====

Copy entry 4 word for word.
C32H42BCl2N7RuS4 as an isolated structure. Source: the OMol25 dataset; level of theory: wB97M-V/def2-TZVPD.

Geometry (Å):
1 Ru -0.63 -0.09 -0.27
2 Cl -3.16 0.62 0.41
3 Cl -1.17 5.51 -0.67
4 S -0.64 -0.66 2.13
5 S 1.89 0.53 -0.02
6 S -0.70 2.44 -0.44
7 S -0.81 -0.72 -2.56
8 N 1.53 -1.14 3.72
9 N 2.10 -1.99 -0.87
10 N 1.71 -1.98 1.69
11 N 3.20 -0.60 -2.18
12 N -0.05 -2.84 0.12
13 N -0.50 -2.94 -1.18
14 N -2.76 -2.31 -1.30
15 C 2.11 0.65 5.22
16 C -3.70 -0.82 -3.08
17 C -2.28 3.10 -0.18
18 C 2.76 -1.75 3.62
19 C -5.17 -1.68 -1.29
20 C 4.00 1.72 -1.82
21 C -4.24 -3.24 -3.02
22 C 1.14 -0.51 4.99
23 C -2.99 -3.29 -0.33
24 C -2.50 4.48 -0.31
25 C 0.06 -5.82 -0.10
26 C -0.15 -5.12 1.02
27 C -0.28 0.04 5.00
28 C -3.76 5.03 -0.15
29 C -0.79 -3.75 1.00
30 C -0.29 -5.38 -1.42
31 C 3.26 -1.85 -2.74
32 C 5.24 0.13 -3.27
33 C -2.23 -3.87 0.60
34 C -1.46 -1.91 -1.51
35 C -3.39 2.31 0.14
36 C 2.58 -2.70 -1.93
37 C 2.43 -0.70 -1.06
38 C -0.64 -4.14 -1.82
39 C 3.85 0.56 -2.80
40 C -3.95 -2.01 -2.16
41 C 2.86 -2.26 2.37
42 C 2.99 0.99 -3.99
43 C -4.84 4.21 0.12
44 C 0.91 -1.28 2.52
45 C -4.66 2.84 0.27
46 C 1.25 -1.59 6.08
47 B 1.46 -2.71 0.34
48 H -5.83 4.63 0.21
49 H 1.83 1.22 6.10
50 H 3.76 -2.05 -3.66
51 H 5.82 1.01 -3.56
52 H -1.01 -0.74 4.80
53 H -4.41 -4.13 -2.42
54 H -4.63 -0.56 -3.59
55 H 3.13 0.31 5.35
56 H 2.08 1.33 4.37
57 H -0.49 0.45 5.98
58 H 5.20 -0.52 -4.13
59 H 2.84 0.17 -4.69
60 H -4.91 -0.94 -0.53
61 H -1.01 -4.00 -2.83
62 H -0.41 0.83 4.27
63 H 0.66 -2.46 5.78
64 H 3.66 -2.81 1.91
65 H 2.01 -3.76 0.42
66 H -3.38 0.06 -2.52
67 H -3.41 -3.45 -3.70
68 H 5.78 -0.37 -2.47
69 H -2.96 -1.04 -3.85
70 H -5.13 -3.06 -3.62
71 H 3.46 -1.78 4.42
72 H 3.48 1.80 -4.52
73 H 2.01 1.34 -3.65
74 H 2.27 -1.90 6.25
75 H 3.04 2.15 -1.56
76 H 2.43 -3.76 -2.02
77 H -5.60 -2.54 -0.80
78 H -4.02 -3.62 -0.35
79 H 4.60 2.50 -2.29
80 H -0.75 -3.34 2.01
81 H -3.89 6.10 -0.24
82 H -5.94 -1.24 -1.92
83 H 4.50 1.40 -0.91
84 H 0.84 -1.22 7.01
85 H 0.16 -5.50 1.98
86 H -0.30 -6.15 -2.18
87 H 0.46 -6.82 -0.02
88 H -5.50 2.20 0.49
89 H -2.74 -4.58 1.23

Total charge ... +1
<S²> ... 0.911
HOMO energy (spin up / spin down) ... -10.22 / -10.22 eV
2S+1 ... 2
Kohn-Sham gap (spin up / spin down) ... 5.6 / 5.9 eV

=====

> Number 2 is which compound?

C23H31BCeN8O4

=====

> What is the formula in the third record?

H29O15